1.
ORCA calculation (ωB97M-V/def2-TZVPD) on a molecular structure, C21H14ClIN4O2Ti.

```
44
Properties=species:S:1:pos:R:3:forces:R:3:mulliken_charge:R:1
Ti 0.03779 0.53679 -0.47823 -0.16 0.43 0.04 0.37
O -2.70938 3.62554 -0.26769 -0.19 0.02 -0.02 -0.71
C -1.70293 2.94159 -0.34708 0.30 -0.44 -0.20 0.15
N -1.57527 1.69063 -0.87701 -0.49 0.51 0.19 -0.13
C -2.81348 0.93331 -0.99822 0.22 0.12 0.33 -1.11
C -2.79031 -0.16946 0.05334 0.03 -0.05 -0.30 0.84
C -3.90637 -0.94949 0.32370 -0.06 0.03 0.12 -0.92
C -3.82223 -1.94929 1.27360 0.01 0.00 -0.04 -0.25
C -2.60997 -2.16710 1.91668 -0.02 -0.02 -0.01 -0.78
C -1.53474 -1.37647 1.57516 0.01 0.13 -0.10 -0.21
N -1.61452 -0.38839 0.66686 -0.14 -0.24 0.12 0.10
C -0.39925 3.44800 0.23217 -0.09 -0.15 -0.10 0.72
C -0.16584 4.79135 0.43047 0.05 0.15 0.13 -0.73
C 1.04518 5.17444 0.99045 -0.02 -0.09 -0.02 -0.18
C 1.96734 4.19608 1.33353 -0.09 -0.04 -0.06 -0.82
C 1.65234 2.86674 1.09183 0.00 0.14 0.01 -0.06
N 0.48915 2.50037 0.55395 0.07 -0.12 -0.23 0.03
H -2.92410 0.48503 -1.98991 0.06 -0.02 0.00 0.30
H -3.68253 1.57399 -0.83363 0.00 0.03 -0.01 0.52
H -4.83254 -0.75124 -0.19943 0.00 0.01 0.00 0.45
H -4.68599 -2.55757 1.50701 -0.01 0.00 0.02 0.42
H -2.50037 -2.94262 2.66064 0.03 0.00 0.01 0.43
H -0.56319 -1.52294 2.03149 -0.01 0.00 0.01 0.42
H -0.93438 5.49665 0.14799 0.01 0.02 0.01 0.46
H 1.27286 6.21943 1.15393 -0.02 0.01 0.00 0.42
H 2.92181 4.45693 1.76749 0.02 -0.04 0.01 0.40
H 2.35115 2.06928 1.30949 0.02 0.03 0.02 0.47
Cl 4.20390 -4.54094 -0.18707 -0.03 0.03 -0.02 -0.27
C 3.49367 -2.97905 -0.48895 0.26 0.05 0.05 0.56
C 4.28911 -1.85910 -0.42739 -0.06 -0.39 0.00 -0.62
C 3.75741 -0.59735 -0.66828 -0.14 0.58 -0.10 -0.26
I 4.97707 1.09401 -0.56659 -0.07 -0.12 0.00 0.06
C 2.41027 -0.41455 -0.96908 0.17 0.30 -0.10 0.34
O 1.83409 0.75448 -1.21478 0.49 -0.59 0.26 -0.82
C 1.59721 -1.58907 -1.01554 -0.49 -0.08 -0.09 0.45
N 0.25717 -1.35696 -1.29177 -0.10 -0.74 0.02 -0.16
C -0.56250 -2.43043 -1.39192 0.55 0.63 0.06 -0.41
C -0.09817 -3.72352 -1.21230 0.19 -0.33 0.05 -0.63
C 1.22426 -3.97345 -0.90740 -0.09 0.12 -0.03 -0.89
C 2.12164 -2.88780 -0.79344 -0.25 0.05 -0.06 0.33
H 5.33913 -1.96343 -0.19189 0.00 -0.02 0.00 0.40
H -1.60139 -2.23744 -1.62600 0.02 0.07 0.01 0.49
H -0.79599 -4.54494 -1.31328 0.01 0.01 0.00 0.42
H 1.58290 -4.98205 -0.76289 0.00 0.00 0.00 0.41
```
Positions in Å, forces in eV/Å.

Computed properties:
HOMO-LUMO gap (spin up / spin down): 0.2185 / 0.1843 hartree
energy: -75800.2457 eV

***

2.
ORCA calculation (ωB97M-V/def2-TZVPD) on a molecular structure, C21H14Co2O10 at a distorted geometry.

```
47
Properties=species:S:1:pos:R:3:forces:R:3:mulliken_charge:R:1
O 4.14908 -0.67537 3.77359 0.24 0.73 -0.63 -0.42
C 3.88739 0.27860 3.17594 -0.97 -0.84 1.27 0.30
Co 3.48228 1.75441 2.24902 -0.63 -1.92 -1.16 0.02
C 5.05681 2.47742 1.92502 0.80 1.59 -0.03 0.14
O 6.04816 3.00335 1.64374 -0.38 -0.66 0.16 -0.40
C 3.07901 1.15265 0.64407 -0.02 -1.17 -2.24 0.13
O 2.83577 0.81488 -0.43510 0.19 0.58 1.56 -0.37
C 2.46161 2.92193 3.35629 1.90 2.25 0.97 0.45
C 2.36955 3.46507 2.07708 -1.43 0.32 1.27 -0.64
C 2.77038 4.41258 1.17795 -0.28 -0.37 0.75 -0.93
C 2.30331 4.58234 -0.18197 0.27 0.01 -0.57 1.00
C 3.17197 5.22928 -1.09778 -0.41 -0.11 0.17 -0.50
C 2.79151 5.45590 -2.41079 -0.19 -0.06 0.09 -0.52
C 1.53323 5.03608 -2.85654 -0.04 0.06 0.16 -0.39
C 0.66904 4.37685 -1.97695 0.28 0.02 0.18 -0.68
C 1.05141 4.13636 -0.65555 0.18 0.10 -0.02 0.09
Co 0.72142 2.41980 2.93707 0.70 -0.63 -0.80 0.28
C 0.69689 1.09100 4.09033 0.38 -1.69 1.09 0.24
O 0.71612 0.21139 4.84146 -0.11 1.16 -0.76 -0.41
C -0.29422 1.72810 1.66047 -1.88 -0.91 -2.38 0.13
O -0.96391 1.27907 0.82766 1.47 0.90 1.75 -0.43
C -0.25988 3.66566 3.69980 -0.21 1.74 -0.23 0.04
O -0.86468 4.53573 4.16729 0.45 -1.13 -0.17 -0.41
H 2.77160 3.34431 4.30911 -0.01 0.07 -0.18 0.48
H 3.63423 5.02636 1.46374 -0.28 0.02 -0.02 0.28
H 4.15575 5.53431 -0.74334 -0.16 0.02 -0.08 0.31
H 3.47321 5.97310 -3.08442 -0.12 -0.13 0.04 0.33
H 1.22316 5.24152 -3.87849 0.04 -0.09 0.13 0.34
H -0.31222 4.04747 -2.31491 0.22 0.01 0.03 0.46
H 0.38933 3.61022 0.03371 0.18 0.24 -0.24 0.04
C -6.60431 0.49974 -2.86555 0.31 -0.26 0.11 -1.71
C -5.25191 0.59045 -2.14343 0.25 -0.62 0.00 1.64
C -5.00371 2.03266 -1.71488 0.13 0.16 0.11 -1.44
O -5.32577 -0.27982 -1.00797 -0.53 0.52 -0.50 -0.44
C -4.12370 -0.63416 -0.38709 1.11 0.12 -0.70 0.44
O -4.19879 -1.09743 0.73473 -0.42 -0.10 0.39 -0.73
C -2.94902 -0.45231 -1.16553 -0.69 -0.06 -0.32 -0.45
C -2.99376 -0.17217 -2.55625 0.11 -0.28 1.27 0.43
O -2.06877 -0.21803 -3.34416 0.06 0.09 -0.61 -0.73
O -4.25369 0.14837 -3.07079 -0.81 0.43 -0.01 -0.43
H -6.79653 -0.53333 -3.16744 0.08 0.10 0.06 0.38
H -7.40694 0.82985 -2.20162 0.11 -0.03 0.01 0.38
H -6.59662 1.13348 -3.75565 0.08 -0.04 0.08 0.38
H -4.04836 2.13587 -1.18905 -0.18 -0.08 -0.11 0.26
H -5.00547 2.67791 -2.60030 0.09 -0.11 0.09 0.36
H -5.81813 2.35957 -1.05885 0.15 -0.09 -0.01 0.36
H -2.01344 -0.78750 -0.74885 0.01 0.14 0.03 0.36
```
Positions in Å, forces in eV/Å.

Computed properties:
ΔE to the lowest compared entry with this formula, charge and spin: 0.000 eV
total charge: -2
HOMO-LUMO gap: 0.2001 hartree
energy: -117731.8068 eV

***

3.
ORCA calculation (ωB97M-V/def2-TZVPD) on a molecular structure, C21H14F6FeN4O7PSSe.

```
56
Properties=species:S:1:pos:R:3:forces:R:3:lowdin_spin:R:1
Fe -0.38284 -0.62435 -0.89673 0.32 0.81 0.39 4.19
O 2.35075 1.40591 5.28033 0.04 -0.29 -0.04 0.00
C 2.47319 0.24326 4.83121 0.15 0.08 0.29 0.00
O 3.09341 -0.74125 5.28400 -0.08 0.27 -0.11 0.00
C 1.70505 -0.01874 3.52290 -0.03 -0.07 -0.01 0.00
C 1.96898 -1.11585 2.72591 0.07 -0.09 0.14 0.00
C 1.18221 -1.35227 1.61112 -0.28 -0.08 -0.19 0.01
N 0.19424 -0.53016 1.25270 0.05 0.25 0.07 0.06
C -0.05845 0.55074 2.01041 -0.16 -0.24 -0.12 0.01
C 0.66177 0.81868 3.15353 0.01 0.11 0.02 0.00
C -1.20410 1.39790 1.58082 0.18 -0.16 -0.06 0.00
C -1.49738 2.61333 2.18673 -0.06 0.14 0.10 0.00
C -2.60003 3.32535 1.74888 0.05 0.04 0.07 0.00
C -3.37813 2.80878 0.72649 0.00 0.03 -0.02 0.00
C -2.98928 1.60849 0.15595 0.11 -0.16 -0.01 0.00
N -1.92500 0.92487 0.56843 -0.22 -0.04 -0.04 0.02
C 1.25731 -2.59422 0.79965 -0.13 0.18 0.13 0.00
C 2.23518 -3.55298 0.98664 0.16 -0.05 0.08 0.00
C 2.17091 -4.71896 0.25208 0.09 -0.06 0.02 0.00
C 1.13248 -4.89526 -0.64051 -0.03 -0.07 0.02 0.00
C 0.21490 -3.87618 -0.79625 0.06 0.21 0.28 0.00
N 0.26570 -2.74478 -0.08247 -0.18 -0.30 -0.47 0.05
H 2.75750 -1.79112 3.02483 -0.04 0.02 0.02 0.00
H 0.44767 1.66334 3.79393 0.04 -0.05 -0.02 0.00
H -0.87035 2.99548 2.97955 -0.03 0.01 -0.02 0.00
H -2.84334 4.27947 2.20103 -0.01 -0.01 0.01 0.00
H -4.25172 3.32997 0.35803 0.01 -0.01 0.00 0.00
H -3.53007 1.18375 -0.67946 0.01 -0.08 -0.02 0.00
H 3.05389 -3.36637 1.66683 -0.05 -0.01 -0.03 0.00
H 2.94570 -5.46850 0.35465 -0.02 0.00 0.02 0.00
H 1.05505 -5.78408 -1.25147 -0.01 0.03 0.00 0.00
H -0.58289 -3.95767 -1.50847 -0.16 0.06 -0.16 0.00
O 0.58507 1.22683 -0.48306 0.08 0.25 0.18 0.09
N 0.47058 2.31108 -1.20512 0.12 0.00 0.08 0.01
C 1.22942 3.37086 -0.84573 -0.02 -0.02 -0.03 0.00
C 1.13985 4.56213 -1.51213 0.05 0.03 0.05 0.00
C 0.25642 4.65891 -2.58970 -0.07 -0.03 -0.08 0.00
C -0.48572 3.56242 -2.95308 0.00 0.08 -0.03 0.01
C -0.39214 2.34574 -2.25256 -0.02 -0.08 -0.05 0.01
S -1.29748 0.95668 -2.62746 -0.28 -0.25 -0.14 0.11
H 1.88683 3.17389 -0.01195 -0.03 -0.03 0.00 0.00
H 1.75625 5.39191 -1.19572 -0.02 -0.03 -0.02 0.00
H 0.16029 5.58774 -3.14000 0.01 -0.05 0.01 0.00
H -1.16954 3.59322 -3.79054 0.01 0.00 0.03 0.00
F -2.78979 -1.28618 -0.83521 0.00 -0.12 -0.09 0.02
P -3.23722 -2.31130 -2.06886 0.63 0.20 0.25 0.00
F -3.55301 -3.30377 -3.26945 -0.20 -0.27 -0.31 0.00
F -4.75002 -2.30350 -1.54541 -0.19 0.01 0.05 0.00
F -1.64296 -2.25068 -2.52564 -0.25 0.06 0.13 0.01
F -3.54573 -1.04926 -3.00091 0.00 0.23 -0.06 0.00
F -2.91260 -3.55874 -1.10998 0.15 -0.12 0.14 0.00
O 2.67949 -2.97113 -2.34346 0.14 0.41 0.05 0.02
Se 2.76339 -1.37001 -2.06544 0.11 0.09 0.00 0.02
O 3.26455 -0.48321 -3.32663 -0.02 -0.23 0.31 0.02
O 1.09601 -0.89287 -1.86868 0.04 -0.46 -0.44 0.31
O 3.43574 -0.97736 -0.63453 -0.11 -0.17 -0.37 0.02
```
Positions in Å, forces in eV/Å.

Computed properties:
ΔE to the lowest compared entry with this formula, charge and spin: 0.000 eV
total charge: -2
multiplicity: 6
HOMO-LUMO gap (spin up / spin down): 0.2778 / 0.2653 hartree
<S²>: 8.762
energy: -178466.7212 eV

***

4.
ORCA calculation (ωB97M-V/def2-TZVPD) on a molecular structure, C21H15AlBr3N2O4S at a distorted geometry.

```
47
Properties=species:S:1:pos:R:3:forces:R:3:mulliken_charge:R:1
Al 0.97169 -0.57479 0.66711 0.28 1.14 -0.70 0.26
Br 3.32459 -0.61067 4.79286 -0.06 0.09 0.00 -0.11
C 2.21204 0.71109 4.05833 0.09 -0.18 -0.21 -0.33
C 1.84710 1.82845 4.82965 -0.12 0.16 -0.03 -0.31
C 1.04859 2.80650 4.30665 0.03 0.05 0.15 -0.14
Br 0.57852 4.28791 5.38050 0.04 -0.05 -0.03 -0.18
C 0.56297 2.71431 2.97918 0.07 -0.14 -0.05 0.31
C -0.25761 3.66426 2.34479 -0.02 -0.09 -0.21 -0.56
C -0.68137 3.44560 1.05650 0.00 0.13 0.13 -1.39
C -0.29958 2.27804 0.39658 0.02 -0.11 -0.14 0.22
N 0.48225 1.36797 0.94719 0.07 -0.15 0.28 0.12
C 0.92987 1.57289 2.22740 -0.07 0.35 0.20 0.75
C 1.77444 0.56573 2.76227 0.29 -0.17 0.18 0.64
O 2.10360 -0.46616 1.97413 -0.03 0.07 0.37 -0.41
H 2.20467 1.90544 5.84655 0.01 -0.01 0.00 0.45
H -0.54657 4.56310 2.87114 -0.01 -0.02 0.05 0.38
H -1.31539 4.16050 0.55294 0.01 -0.02 -0.03 0.41
H -0.64027 2.08978 -0.61543 -0.03 -0.04 0.02 0.62
C -5.02990 -1.69596 -3.53833 0.08 -0.06 -0.03 -1.45
C -3.98680 -1.85095 -2.47129 0.00 -0.02 0.03 0.82
C -3.73107 -3.09847 -1.90559 -0.02 0.06 -0.04 -0.77
C -2.76120 -3.25537 -0.93125 0.12 -0.13 0.15 -0.62
C -2.03360 -2.14773 -0.52887 0.00 0.03 0.13 0.34
C -2.26598 -0.89213 -1.07653 0.03 -0.08 -0.02 -0.07
C -3.24199 -0.75019 -2.04269 0.00 0.00 0.04 -0.93
S -0.77078 -2.32281 0.66949 -0.25 0.18 -0.13 1.30
O -0.91591 -3.49968 1.43597 -0.07 -0.18 -0.04 -0.61
O -0.69028 -1.01050 1.42696 -0.22 -0.44 -0.24 -0.46
O 0.54936 -2.18616 -0.09712 -0.15 -0.27 0.16 -0.48
H -5.80857 -2.44920 -3.43420 -0.03 0.03 -0.02 0.39
H -4.56937 -1.82763 -4.52018 -0.04 0.01 -0.01 0.31
H -5.48403 -0.70717 -3.51362 -0.02 0.00 0.01 0.38
H -4.30597 -3.95671 -2.22844 0.00 0.00 0.02 0.41
H -2.56433 -4.21728 -0.47531 -0.06 0.00 -0.04 0.48
H -1.69416 -0.04316 -0.72663 -0.09 0.10 -0.02 0.28
H -3.44867 0.22718 -2.46077 0.02 -0.01 -0.01 0.41
Br 5.79539 0.20081 -3.77905 -0.11 -0.02 0.10 -0.07
C 4.34937 0.03494 -2.59904 0.00 0.03 -0.01 0.33
C 3.39444 1.04029 -2.51988 0.08 0.00 -0.08 -0.83
C 2.34354 0.88197 -1.64408 -0.14 0.05 0.02 0.14
N 2.20205 -0.19995 -0.87097 0.25 -0.36 0.22 0.12
C 3.13993 -1.16520 -0.94679 -0.04 0.12 -0.13 -0.14
C 4.22234 -1.08908 -1.79418 0.04 0.00 -0.04 -0.76
H 3.47476 1.93053 -3.12602 -0.04 0.00 0.00 0.45
H 1.58130 1.64372 -1.55606 0.04 0.03 0.03 0.38
H 2.99975 -2.01840 -0.29676 0.08 -0.06 -0.04 0.51
H 4.95081 -1.88563 -1.82709 -0.01 -0.01 0.03 0.45
```
Positions in Å, forces in eV/Å.

Computed properties:
total charge: +1
HOMO-LUMO gap: 0.2745 hartree
energy: -260750.4043 eV

***

5.
ORCA calculation (ωB97M-V/def2-TZVPD) on a molecular structure, C21H15AsCl2InO4Sc at a distorted geometry.

```
45
Properties=species:S:1:pos:R:3:forces:R:3:mulliken_charge:R:1
In -0.51931 -0.83294 -7.52618 -0.15 -0.65 -0.22 1.08
Sc -0.99666 0.26799 -2.66797 -1.53 -0.63 0.31 0.75
Cl -0.04220 -1.46071 -5.17237 -0.72 0.68 0.58 -0.42
Cl -2.06333 2.20834 -3.15513 0.43 -0.64 0.07 -0.32
C 1.03883 1.12861 -2.95835 6.37 2.98 -1.02 0.40
C 1.48339 -2.34877 -7.54486 2.35 -1.63 2.64 0.23
C 0.47799 1.25134 -6.78381 2.13 2.12 3.33 0.24
O 2.07029 1.62020 -3.15065 -4.94 -2.35 1.02 -0.02
O 2.17843 -2.86673 -6.79728 -2.03 1.48 -2.96 -0.03
O 0.98092 1.78404 -5.89948 -1.82 -1.54 -3.41 -0.04
O -0.85887 -0.14004 -0.84044 0.15 0.03 -0.48 -0.07
As -0.30839 -0.04855 0.84361 0.45 0.40 -1.20 1.75
C -1.57728 1.18734 1.57028 -0.25 0.34 -0.62 0.27
C -1.78550 1.18628 2.95789 0.04 -0.15 0.39 -0.19
C -2.71876 2.06711 3.51400 -0.50 0.57 0.00 -0.72
C -3.44938 2.93082 2.68883 0.29 -0.41 0.98 -0.51
C -3.24283 2.91735 1.30470 -0.13 0.10 -0.19 -0.55
C -2.30392 2.04829 0.74315 0.71 -0.84 -0.28 0.05
C -0.49197 -1.86204 1.43746 1.32 0.13 0.94 0.22
C 0.46717 -2.40632 2.30774 -0.48 1.25 -0.70 -0.19
C 0.31718 -3.72508 2.75536 0.38 -0.02 0.31 -0.60
C -0.77882 -4.48409 2.33407 -1.04 -0.26 -0.55 -0.46
C -1.73216 -3.93524 1.46889 0.33 -0.65 0.37 -0.74
C -1.59233 -2.61758 1.01343 -0.46 -0.10 -0.08 -0.19
C 1.50546 0.59349 0.66898 -0.47 0.18 0.33 0.24
C 2.46347 -0.20989 0.05000 0.17 -0.36 -0.10 -0.37
C 3.77629 0.25326 -0.05525 -0.18 0.06 -0.08 -0.73
C 4.11280 1.52475 0.43195 -0.30 -0.14 0.01 -0.52
C 3.13370 2.33136 1.02172 -0.03 0.07 -0.04 -0.71
C 1.82146 1.87245 1.14367 -0.09 -0.13 0.05 -0.28
H -1.21551 0.50174 3.58749 -0.23 0.20 0.04 0.46
H -2.87492 2.07058 4.59288 0.01 0.01 -0.29 0.44
H -4.17888 3.61327 3.12551 0.18 -0.19 -0.11 0.45
H -3.81338 3.58337 0.65851 0.15 -0.10 0.16 0.46
H -2.14983 2.03954 -0.33895 -0.09 0.11 0.46 0.09
H 1.31913 -1.80082 2.62164 -0.14 -0.27 -0.02 0.48
H 1.06544 -4.14918 3.42846 -0.23 0.06 -0.21 0.46
H -0.89056 -5.51174 2.68601 0.01 0.31 -0.10 0.45
H -2.58534 -4.52925 1.14188 0.22 0.13 0.13 0.44
H -2.32592 -2.18402 0.33336 0.07 -0.17 0.22 0.42
H 2.18201 -1.19081 -0.34667 0.25 0.20 0.20 0.47
H 4.53400 -0.37766 -0.52192 -0.20 0.20 0.15 0.45
H 5.13743 1.88596 0.34252 -0.27 -0.10 0.07 0.47
H 3.38809 3.32633 1.38978 -0.05 -0.30 -0.10 0.45
H 1.04259 2.48765 1.59552 0.32 -0.02 -0.01 0.43
```
Positions in Å, forces in eV/Å.

Computed properties:
ΔE to the lowest compared entry with this formula, charge and spin: 0.000 eV
total charge: +4
HOMO-LUMO gap (spin up / spin down): 0.1699 / 0.1063 hartree
energy: -141925.7899 eV